No. 1
170
Properties=species:S:1:pos:R:3 method="wB97M-V/def2-TZVPD" e_above_lowest_kcal_mol=79.2 smiles=COC[C@H](C)N.COC[C@H](C)N.COC[C@H](C)N.COC[C@H](C)N.COC[C@H](C)N.COC[C@H](C)N.COC[C@H](C)N.COC[C@H](C)N.COC[C@H](C)N.COC[C@H](C)N e_tot_ev=-78632.3337 charge=0 homo_lumo_gap_ev=9.1
C 3.60 5.71 1.79
H -4.79 4.17 -1.77
H 4.02 -3.92 3.79
H -5.13 2.92 0.02
C 2.47 4.70 2.12
H 1.16 -3.88 4.90
N 2.92 3.27 2.16
H -2.08 -1.90 -4.55
H -1.18 -3.86 -2.50
O 0.91 0.69 -1.99
H 3.23 6.75 1.77
C 5.73 6.51 2.27
H 1.79 -3.66 6.92
N -1.07 4.84 -0.95
H -0.65 -3.77 1.98
C -0.30 1.12 0.27
H 2.76 2.84 1.24
C -4.82 1.50 -1.56
H -0.84 3.13 0.78
O 0.00 -0.87 4.81
H -2.75 -3.07 -1.83
H -2.33 7.37 -0.97
H 1.22 6.03 3.27
C 2.04 -5.44 2.30
H -2.34 -3.95 3.81
H 6.61 2.14 -0.20
C 0.53 -5.43 -5.09
C 3.29 -0.82 1.96
H 1.88 -7.66 4.02
H 4.86 -3.04 1.46
H -1.74 -0.10 -0.79
H 1.27 -4.68 2.59
H 2.82 -6.78 5.32
H -0.14 -7.37 -4.44
H 3.98 5.49 0.76
H 6.44 6.72 3.05
O -0.68 3.16 -3.42
C -5.63 2.66 -0.90
N -0.48 2.25 1.24
C 0.82 -3.43 7.30
H 6.41 0.03 0.53
H 0.46 2.55 -1.25
H -3.47 1.52 -5.76
C -0.96 -4.92 -5.09
H -3.82 6.81 -0.28
H -7.44 1.88 -1.50
C -1.83 -5.47 1.68
H 1.38 -3.80 -6.29
H -0.24 -3.47 4.14
H 0.99 -4.95 -4.21
H 0.62 -0.86 6.76
H -1.03 -2.78 6.31
H -7.08 1.39 0.14
H 0.45 -4.40 7.66
H 2.70 -1.70 2.11
N -2.49 -3.38 2.97
H -2.78 -3.59 -4.37
N -1.65 0.54 -3.70
H -2.64 7.51 -3.36
H -1.28 5.04 1.80
H -2.24 1.22 -7.00
H 0.92 3.55 -4.78
N 3.42 -4.60 4.20
H 5.83 2.81 1.18
C -1.71 -3.94 1.83
C 4.50 -1.04 1.03
H 1.08 -1.20 -2.61
H 1.79 -1.65 5.63
N -5.76 3.83 -1.77
H -6.26 4.63 -1.40
C -1.80 5.80 1.24
H 3.58 -4.79 5.16
H 6.12 5.96 1.41
C -1.66 -3.20 -1.76
H -3.54 -0.70 -1.93
C 2.11 -4.54 0.06
H 1.55 -0.07 3.74
H 0.65 -5.20 -7.17
O -0.90 -3.49 -4.89
H 3.86 3.23 2.42
H 3.67 -0.60 2.94
C 1.22 -4.87 -6.33
H -7.77 3.03 -0.20
H 5.08 3.13 -0.34
H -0.79 0.69 -3.13
H 2.79 -3.91 -0.60
H 1.42 3.50 -3.06
H -1.36 4.48 -1.82
H 0.62 -1.18 -0.92
H 2.23 -0.84 -1.25
H 3.77 -6.36 3.01
C 0.68 0.24 4.30
H -2.81 -0.06 -5.81
H -2.48 3.08 -4.17
C -2.22 5.37 -0.19
H -2.46 -2.85 -5.99
C 0.67 -1.51 5.88
H 6.22 -2.16 0.97
H 0.40 4.92 -3.77
N 5.36 -2.13 1.53
H -1.26 -5.77 0.81
H 0.90 4.27 3.59
H -1.37 -6.00 2.54
H 2.57 -0.11 1.67
H 5.34 7.45 1.84
H -4.63 -1.68 -0.93
H 1.21 -6.22 4.83
H -1.34 3.50 -5.38
H -1.06 6.62 1.19
H 5.66 0.45 2.04
C -2.11 -2.89 -4.96
H -2.69 6.03 1.87
O -3.33 6.00 -2.13
H -3.79 1.87 -1.83
C 2.09 -6.66 4.42
H -5.33 1.21 -2.49
H -2.90 4.56 -0.09
H -2.37 1.12 0.48
H 0.33 2.50 1.74
H 4.06 -1.25 0.01
C 1.70 5.06 3.39
H 2.15 -5.32 -6.65
C -1.71 0.90 -0.33
H 1.46 -6.32 2.01
H 1.40 -7.37 -5.07
H -3.21 -3.29 0.41
H 1.93 -5.52 -0.50
H -4.22 7.78 -2.69
C 5.44 0.21 1.02
H 1.75 4.75 1.29
H -0.27 5.49 -1.06
H -1.86 -2.15 0.52
C 0.75 1.55 -0.84
H -2.39 0.92 -3.18
O 4.84 1.22 0.34
C -2.95 6.49 -0.83
H -4.11 6.69 -3.94
C -7.07 2.25 -0.54
C -2.10 -3.20 0.55
C -2.54 1.01 -5.97
H -0.57 1.11 -5.46
O -1.40 -3.78 -0.52
N 0.13 -3.81 5.04
H 0.13 0.22 0.79
O -4.87 0.34 -0.76
H 0.05 0.72 3.56
H 1.00 1.04 4.97
H -1.53 -5.34 -4.26
H -1.25 -2.18 -1.84
C 5.63 2.35 0.19
C -1.48 2.84 -4.52
H -2.09 -2.46 3.18
C -4.60 -0.78 -1.57
C 0.06 -2.85 6.11
O 2.82 -4.82 1.23
H -5.24 -0.97 -2.44
C -1.48 1.39 -4.93
H -2.88 -5.72 1.61
C 0.56 3.81 -3.76
C -3.55 7.07 -3.06
H 1.77 1.56 -0.43
N 0.48 -6.87 -5.09
C 2.95 -5.77 3.46
H 0.95 -2.68 8.10
H -1.53 -5.13 -6.03
C 1.26 -0.66 -1.69
O 4.63 5.85 2.73
H 2.36 5.07 4.25
H 1.10 -4.15 0.26
H -1.88 1.60 -1.12

No. 2
170
Properties=species:S:1:pos:R:3 method="wB97M-V/def2-TZVPD" e_above_lowest_kcal_mol=44.4 smiles=COC[C@H](C)N.COC[C@H](C)N.COC[C@H](C)N.COC[C@H](C)N.COC[C@H](C)N.COC[C@H](C)N.COC[C@H](C)N.COC[C@H](C)N.COC[C@H](C)N.COC[C@H](C)N e_tot_ev=-78633.8409 charge=0 homo_lumo_gap_ev=9.3
H -3.42 -6.71 1.18
H 4.33 5.24 -4.29
N 4.56 -2.77 6.28
O -4.08 5.79 3.28
H 0.60 -5.46 -3.77
C -2.93 4.25 0.91
H -4.15 7.83 3.23
H 3.78 -4.73 -2.24
H 4.50 -0.17 6.84
H 3.65 -5.39 4.37
H -2.43 -3.30 0.04
O -0.57 -5.36 -2.06
H -0.58 3.54 1.64
H -5.26 0.24 -3.01
H -2.20 -4.99 2.56
H -4.29 1.38 -0.94
H 1.98 -1.62 -2.72
H -3.30 3.23 1.03
H 3.92 -2.87 -3.18
H 1.03 -4.32 5.59
H 2.92 -1.80 8.29
H 3.52 -0.28 1.29
H 1.86 -3.76 4.16
H 1.19 -7.99 4.36
H -0.91 -1.20 0.31
H -1.36 0.52 1.84
C 0.41 1.24 -0.16
H 2.91 0.64 3.57
N -1.06 -5.73 0.93
C 2.46 -1.94 7.31
C 2.50 3.46 -4.41
H 0.39 -1.90 1.26
H 3.41 -6.97 4.39
O -4.56 -5.13 1.88
H -4.33 -1.01 0.72
H 3.39 1.42 0.73
H -1.54 7.06 -1.95
H -2.59 -2.75 1.66
H -2.71 1.57 -1.47
H 2.10 -3.08 -0.99
H 1.65 -5.99 3.09
C -3.33 6.01 -4.03
N 2.95 -4.61 -2.82
H 4.92 0.56 0.69
H -0.19 5.97 -2.39
C -3.50 -5.62 1.10
H -0.46 4.19 3.09
C -3.59 7.03 3.71
H 3.21 2.64 -4.46
H -3.40 -0.39 2.01
C -2.30 -1.12 -2.44
H -5.76 -6.81 1.64
C 4.25 -0.88 -1.37
C 1.77 5.53 -5.58
H 0.80 5.03 -5.75
H -1.31 7.84 -4.41
H -3.48 5.77 -5.09
H -4.25 -1.06 -1.65
H -4.29 -0.55 -4.03
H 0.83 -4.03 -0.26
H -0.24 1.51 2.44
C -3.67 3.74 -3.49
H -1.96 -4.81 -3.53
O 3.44 0.10 -0.76
H 2.43 -1.08 -4.29
H -2.59 -5.91 -2.29
H 4.61 -0.02 -3.18
H -1.02 -3.15 1.08
N 2.97 -6.10 4.65
H 2.35 3.03 -0.66
H 0.31 -2.38 3.26
C 3.85 0.44 0.54
O -3.99 5.09 -3.19
C -1.27 6.11 -2.41
C -0.45 -2.88 3.87
H -5.92 -5.54 0.46
H 3.17 -5.31 -3.52
H -1.45 -6.51 -3.46
C 0.54 -4.90 -2.83
C 2.85 4.46 -5.49
C 1.83 -5.02 -2.00
H 1.60 6.09 -4.65
H -0.13 6.83 -4.55
C -3.18 4.72 3.40
H -2.52 -1.94 -3.13
C 3.42 -1.85 6.13
O 2.90 0.49 5.69
H 4.79 -2.05 -4.35
H -0.55 1.14 -0.67
H -2.14 -1.77 -1.57
O -0.14 -4.25 3.93
H 1.49 0.41 1.47
N 4.62 -2.15 -3.35
H -1.39 -0.55 -2.60
C -3.56 -0.32 -2.09
H -3.78 4.89 0.68
H 1.32 4.40 -0.34
H 1.60 -1.27 7.25
C -2.23 4.64 2.21
H 4.22 5.84 -5.84
C 1.79 -4.10 -0.76
H -3.71 7.00 -3.82
H 1.47 3.10 -4.47
N -0.40 0.55 2.17
H -1.68 5.31 -1.78
H -3.88 3.59 -4.55
C -1.71 -5.63 -2.85
H 2.84 3.99 -6.48
C 2.29 0.34 4.43
H -0.26 -7.03 4.11
H 4.32 -3.49 6.95
H -2.23 4.32 0.08
N -1.13 3.71 2.49
H 5.27 -2.27 6.80
H 2.56 8.07 -5.68
C 0.15 -1.12 0.54
H 0.54 -7.02 5.69
H -2.63 3.46 -3.29
H 1.46 1.04 4.39
N 4.18 5.00 -5.26
N -1.12 6.89 -4.72
C -3.87 -0.08 1.08
H 0.70 -1.35 -0.38
H -6.62 -5.31 2.10
H 2.90 -2.09 5.19
H -2.53 7.12 3.41
C -3.37 0.79 -1.09
H 2.56 3.93 -3.42
H 2.15 8.25 -7.43
H -3.59 7.10 4.80
H -3.73 -5.32 0.06
C 0.49 0.26 1.04
H -0.21 -5.40 1.36
H -2.67 4.77 4.37
H -3.73 3.77 3.47
C 0.72 -7.04 4.61
C 1.12 -4.48 4.51
H 0.88 7.97 -6.22
H -4.68 0.64 1.22
H -4.31 3.06 -2.94
H -1.40 4.95 -4.11
H 4.00 -1.85 -0.92
C 4.04 -0.90 -2.87
C -2.05 -3.49 1.06
C 2.54 -0.84 -3.23
C -2.16 -4.94 1.47
C -1.80 5.94 -3.86
H 2.12 -2.98 7.39
C 1.31 3.36 -0.66
H 0.30 -3.86 -3.07
H -1.04 -5.62 -0.08
C 3.95 -0.41 5.93
C -5.80 -5.72 1.54
H 1.92 -6.05 -1.64
H 5.30 -0.72 -1.14
H -0.46 -2.33 4.82
C 1.62 -5.89 4.19
H 1.96 -0.67 4.22
H 2.54 -4.47 -0.06
H 2.11 0.12 -2.97
O 2.04 6.35 -6.71
O -2.90 0.37 0.17
N -4.29 0.14 -3.29
H -1.41 -2.68 3.39
H 1.24 1.02 -0.84
H 4.66 -0.40 5.10
C 1.91 7.74 -6.50
O 0.49 2.63 0.24
H -1.76 5.62 2.04
H 0.88 3.36 -1.66

- What is the charge in the first record?
  0